# 1
46
Properties=species:S:1:pos:R:3:mulliken_spin:R:1 method="wB97M-V/def2-TZVPD" largest_force_ev_per_a=2.7 charge=+1 homo_ev="-9.347 / -10.406" multiplicity=4
Pd -0.3745 0.2609 0.7818 0.89
P -2.4746 -0.7287 0.8652 0.15
P -0.9095 2.4502 0.5285 0.14
N 0.1785 -1.5511 -0.1219 0.37
N 1.3019 0.8066 -0.4135 0.60
H 1.6902 -2.3241 -1.3989 0.01
H 3.1802 -0.1646 -0.5239 0.03
H 2.1608 -2.0284 0.3083 0.02
C 1.5763 -1.6379 -0.5414 -0.03
H 2.2400 -0.1854 -2.0383 0.03
C 2.1492 -0.2602 -0.9261 -0.05
H -0.4028 -3.5508 -0.4289 0.01
H 2.2944 2.3525 -1.4356 0.02
C -0.7238 -2.5161 -0.2575 -0.15
C 1.4254 2.0705 -0.8061 -0.12
C -2.0911 -2.1375 -0.2208 0.38
C 0.4786 3.0163 -0.4405 0.45
H -2.8796 -2.8467 -0.4993 0.00
H 0.5873 4.0535 -0.7563 0.00
H -2.0761 2.8206 -0.1916 0.03
H -0.9680 3.2825 1.6793 0.02
H -3.6743 -0.1152 0.3860 0.02
H -2.8164 -1.3064 2.1296 0.04
H -0.2272 0.4969 -2.4693 0.00
C -1.2627 0.3719 -2.8396 0.01
C -1.9004 1.7265 -3.1134 0.02
C -1.2760 -0.5426 -4.0395 0.00
O -2.0755 -0.1576 -1.7786 0.06
H -1.5259 2.2017 -4.0186 0.00
H -2.9842 1.5790 -3.2426 0.00
H -1.7541 2.4322 -2.2885 -0.01
H -0.6007 -1.3957 -3.8791 0.00
H -2.2961 -0.9112 -4.2049 0.00
H -0.9499 -0.0022 -4.9399 0.00
H -1.8953 -1.1558 -1.5097 0.00
Br 1.0263 -2.9464 5.5166 0.00
C 1.3950 -1.4228 4.4457 0.00
C 2.3434 -0.4909 4.8554 -0.01
C 2.5604 0.6282 4.0464 0.01
C 1.8321 0.7694 2.8588 -0.01
N 0.9018 -0.1249 2.5024 0.08
C 0.7000 -1.2372 3.2407 -0.01
H 2.8930 -0.6492 5.7770 0.00
H 3.2729 1.4000 4.3156 0.00
H 1.9822 1.6266 2.1964 0.00
H -0.0312 -1.9566 2.8906 0.01

***

# 2
31
Properties=species:S:1:pos:R:3:mulliken_charge:R:1 method="wB97M-V/def2-TZVPD" largest_force_ev_per_a=2.4 charge=+1 homo_ev=-13.646 relative_energy_kj_mol=162.0
O -1.0239 3.1867 -1.7700 -0.60
H -1.9751 3.3020 -1.8550 0.31
H 1.7177 1.4740 1.2707 0.48
O 2.2665 0.9444 1.8883 -0.46
H 1.5515 0.6142 2.6415 0.51
H 2.4105 0.1852 1.2652 0.41
O 1.2498 0.0125 3.9310 -0.66
H -4.3607 0.8036 1.0304 0.30
H 1.9507 -0.6576 3.9250 0.38
O -0.2960 -0.0169 1.6436 -0.54
H -1.0332 0.5023 2.0020 0.24
H -0.9012 -0.4575 1.0598 0.26
O -1.2302 0.7544 -0.6712 -0.56
H -0.9433 -1.8738 -1.6947 0.23
H -1.7547 0.3039 -1.3726 0.36
O 1.1191 -2.4312 0.4329 -0.67
H 0.6323 -3.2529 0.3852 0.30
H -1.1557 1.6063 -1.1742 0.30
O 3.2345 -0.9975 0.0002 -0.68
H 0.6932 -1.6350 0.1189 0.34
H 4.1342 -1.2626 0.2100 0.31
O 0.4038 -0.6694 -3.3855 -0.55
H 0.9590 -0.8100 -4.1556 0.28
H 2.7234 -1.7806 -0.1985 0.34
O -3.7637 0.6747 0.2911 -0.59
H -0.6216 3.8817 -2.2991 0.28
O -1.8344 -1.5300 -1.7945 -0.61
H -2.1399 -1.8807 -2.6370 0.29
H 0.6554 0.1356 -2.9318 0.30
H 0.4778 -0.5194 3.6740 0.38
H -3.1458 1.3935 0.1698 0.29

***

# 3
13
Properties=species:S:1:pos:R:3:mulliken_charge:R:1 method="wB97M-V/def2-TZVPD" largest_force_ev_per_a=2.6 homo_ev=-8.757 relative_energy_kj_mol=302.9
C 1.8111 1.5422 -1.8874 -0.38
C -1.3343 -0.0056 0.5477 -0.60
C 1.7074 0.3666 -1.3263 -0.58
N -2.3720 -2.1501 1.9739 -0.65
P -1.5714 -0.8460 1.9162 0.37
I 2.9385 -0.2742 0.3505 -0.01
H 2.6701 2.2482 -1.7439 0.24
H 1.0238 1.6940 -2.6546 0.24
H -0.5580 0.8053 0.3877 0.26
H -1.8335 -0.4903 -0.3224 0.28
H 0.8700 -0.2863 -1.3265 0.47
H -2.1389 -2.5314 1.0957 0.25
H -1.2126 -0.0725 2.9895 0.10

***

# 4
11
Properties=species:S:1:pos:R:3:mulliken_charge:R:1 method="wB97M-V/def2-TZVPD" largest_force_ev_per_a=3.1 charge=+1 homo_ev=-14.294 smiles="NCC=[NH2+]" relative_energy_kj_mol=239.3
C -0.5702 -0.1900 -0.0706 -0.66
C 0.8686 0.6509 0.2419 0.12
N 1.9259 -0.0664 0.1786 -0.26
N -1.9718 0.1358 0.2216 -0.49
H -0.4986 -0.5526 -1.0760 0.44
H -0.3108 -1.0514 0.4732 0.41
H 1.0474 1.6459 0.7388 0.33
H 2.6554 0.3572 0.7347 0.30
H 2.2917 -1.0413 -0.0408 0.33
H -2.3636 0.7852 -0.4401 0.25
H -2.2771 0.4468 1.1323 0.24

***

# 5
26
Properties=species:S:1:pos:R:3:mulliken_charge:R:1 method="wB97M-V/def2-TZVPD" largest_force_ev_per_a=4.4 homo_ev=-5.484 relative_energy_kj_mol=155.9
C -1.3188 -0.6652 -1.4641 -0.61
C -0.6261 -1.3085 -2.5227 -0.85
C -0.0986 -2.5342 -2.0335 -0.31
C -0.6484 -2.7487 -0.7376 -0.77
C -1.3849 -1.5905 -0.3768 -0.53
In -0.2225 1.1464 1.3488 0.25
P -1.0458 3.3928 1.8059 -0.18
H -1.6332 0.3468 -1.3546 0.52
H -0.5443 -1.0267 -3.5612 0.43
H 0.5349 -3.2361 -2.5834 0.41
H -1.8743 -1.3858 0.5588 0.55
H -0.5381 -3.6643 -0.1643 0.43
H -1.9929 3.0509 2.8411 0.16
H -1.5166 4.2587 0.7337 0.13
H 0.2033 3.8517 2.3694 0.13
C 4.1604 0.0080 2.5532 -0.15
C 3.1769 -0.9767 2.6689 -0.50
C 2.0091 -0.8635 1.9186 -0.14
N 1.8009 0.2037 1.0986 -0.12
C 2.8169 1.0885 0.8751 -0.17
C 4.0136 1.0040 1.5849 -0.50
H 5.0180 0.0080 3.2213 0.38
H 3.2816 -1.8089 3.3657 0.36
H 1.2275 -1.6224 1.9797 0.35
H 2.6604 1.8766 0.1299 0.40
H 4.7977 1.7458 1.4094 0.35

***

# 6
61
Properties=species:S:1:pos:R:3:mulliken_charge:R:1 method="wB97M-V/def2-TZVPD" largest_force_ev_per_a=0.6 charge=+4 homo_ev=-21.166
Tc -0.6446 0.5722 0.8127 1.11
C 3.7670 -5.0641 0.8789 -1.53
C 3.0675 -3.7920 0.6407 0.08
C 3.2457 -3.0468 -0.5367 -1.07
C 2.5718 -1.8677 -0.6999 0.19
C 1.6630 -1.3633 0.3001 -0.04
N 1.1801 -0.1057 0.1140 0.61
C 2.0729 0.8346 -0.3400 0.55
C 3.4313 0.7394 0.1254 0.44
C 4.4164 1.5602 -0.3512 -1.07
C 4.1099 2.5566 -1.2939 0.38
C 5.1198 3.5014 -1.7953 -1.61
C 2.7389 2.7169 -1.7010 -0.52
C 1.7393 1.9207 -1.2289 -0.98
C 0.3029 2.0888 -1.6774 1.40
O -0.4966 1.6947 -0.5326 -0.59
C -0.1412 3.5754 -1.9290 0.58
F 0.4546 4.0607 -2.9991 -0.17
F 0.1891 4.2812 -0.8548 -0.22
F -1.4570 3.5967 -2.0864 -0.17
C -0.0431 1.1414 -2.8663 0.38
F 0.6042 1.5474 -3.9291 -0.19
F -1.3544 1.1049 -3.0963 -0.18
F 0.3432 -0.1179 -2.5641 -0.19
C 1.3793 -2.1862 1.4445 -1.05
C 2.1171 -3.3229 1.6136 -0.26
C 0.3993 -1.7655 2.5235 0.91
O -0.3181 -0.6077 2.0724 -0.59
C -0.6979 -2.8511 2.7447 0.53
F -0.1622 -3.9572 3.2022 -0.20
F -1.6297 -2.4130 3.5760 -0.20
F -1.2793 -3.0884 1.5452 -0.22
C 1.1182 -1.2841 3.8355 0.66
F 1.7447 -2.2954 4.3992 -0.18
F 0.2416 -0.7509 4.6573 -0.19
F 2.0050 -0.3512 3.4618 -0.21
H 4.6606 -5.1687 0.2664 0.44
H 3.0736 -5.8768 0.6012 0.38
H 3.9983 -5.2057 1.9371 0.45
H 3.9008 -3.4164 -1.3163 0.57
H 2.6274 -1.3220 -1.6343 0.68
H 3.6369 0.0650 0.9476 0.65
H 5.4258 1.4814 0.0339 0.54
H 6.1352 3.1216 -1.6942 0.44
H 5.0369 4.4135 -1.1774 0.39
H 4.9169 3.8043 -2.8250 0.44
H 2.5226 3.5060 -2.4109 0.72
H 2.0038 -3.9148 2.5137 0.70
C -3.7378 0.9619 -1.0738 -1.03
As -2.9080 -0.3863 0.0140 0.70
C -3.0362 -2.1435 -0.7397 -1.09
C -3.6056 -0.1831 1.8025 -1.09
H -4.8021 0.6955 -1.0109 0.51
H -3.4022 0.8978 -2.1034 0.35
H -3.5913 1.9548 -0.6506 0.43
H -3.9056 -2.1054 -1.4047 0.50
H -3.1928 -2.8653 0.0598 0.41
H -2.1411 -2.3759 -1.3163 0.40
H -4.6859 -0.3581 1.6893 0.49
H -3.4895 0.8411 2.1711 0.50
H -3.1894 -0.9172 2.4845 0.34